Below is a 5-piece molecular cluster, C26H51N5O9 overall in a non-equilibrium geometry, with properties calculated with the ωB97M-V functional and the def2-TZVPD basis.

The geometry in ORCA input format:
```
! RIJCOSX wB97M-V def2-TZVPD def2/J DEFGRID3
* xyz 0 1
C -4.470 2.153 0.249
N -4.286 -1.309 -0.661
H -2.428 6.095 4.105
O 0.233 2.534 -1.313
C -3.245 3.207 -1.455
O -1.878 3.484 -1.343
O -2.904 0.402 2.775
H -2.874 0.707 4.782
C -3.072 -0.802 -1.042
H -6.500 0.468 1.270
C -4.615 4.328 5.537
C -2.852 -1.363 -2.368
H 8.303 -4.754 -2.675
H -3.479 6.618 5.439
H 3.048 1.298 -6.068
C 7.779 -4.229 -1.873
H -3.658 3.202 3.277
O -3.631 2.850 -2.527
C -5.553 1.314 -0.544
H 2.011 -0.144 -6.083
H -6.859 -0.418 -0.335
N -1.886 -1.010 4.249
H -3.716 4.732 2.364
H 5.928 -0.954 -5.459
H 9.411 -5.680 -0.562
C 5.333 -0.057 -5.278
H 2.407 -1.510 -4.423
H 5.187 0.767 -0.704
H 0.661 0.630 -0.607
H 5.400 -4.746 -1.070
H -0.813 -1.368 2.496
C -1.449 -1.912 3.197
H -4.504 4.963 6.432
H 3.766 -1.773 0.351
O 5.715 -6.158 0.348
H -4.981 2.447 1.205
H 5.522 -1.697 -0.224
H -2.473 -0.116 -0.423
C 2.545 1.736 -0.815
C -6.090 0.103 0.297
H 4.931 -0.754 1.252
H 4.019 -0.251 -1.671
H -5.149 1.010 -1.538
C 6.102 -5.377 -0.499
H -2.321 -2.287 2.658
H -1.227 2.159 0.104
H -0.464 -1.362 5.729
C -4.019 -2.215 -2.661
H -0.894 -2.748 3.621
O 3.171 0.743 0.026
O 4.190 -1.871 -3.527
H -4.179 -2.775 -3.601
O -5.155 3.239 5.588
H 5.614 0.356 -4.306
C -4.937 -2.161 -1.531
C 4.264 0.125 -0.647
H -3.599 1.523 0.560
H 5.530 0.677 -6.057
C 3.030 0.216 -6.214
H 3.364 -0.019 -7.227
H 0.924 2.000 0.604
H -5.550 -1.918 0.937
H -4.310 -0.719 1.439
C 1.023 1.683 -0.474
C -4.174 4.159 3.168
H -1.461 1.427 -1.616
O -4.110 3.392 -0.406
N 7.396 -5.180 -0.849
C -4.985 -1.006 0.602
C 3.490 -1.313 -4.352
C -1.144 2.309 -1.005
C -2.592 0.090 3.913
N 3.925 -0.410 -5.260
H -5.909 -2.669 -1.412
H 2.785 1.595 -1.896
C -1.550 -1.318 5.626
H 8.444 -3.478 -1.436
H -6.430 1.992 -0.739
H -4.001 6.860 3.757
C 4.670 -1.129 0.226
H -1.965 -1.129 -2.985
H 8.249 -7.012 -0.335
H -5.222 3.964 2.929
C -3.465 6.193 4.436
H 8.389 -5.744 0.896
N -4.096 4.889 4.421
H -1.942 -0.557 6.300
H -1.980 -2.286 5.892
C 8.429 -5.947 -0.176
H 6.902 -3.731 -2.286
H 2.957 2.729 -0.502
*
```

Gap between HOMO and LUMO   8.544 eV
SMILES string   CCOCCOCOC(=O)OCCCCn1cccc1.CN(C)C=O.CN(C)C=O.CN(C)C=O.CN(C)C=O
E_HOMO   -0.2949 hartree

Here are the Mulliken charges for atoms 1 to 4, given in e: 0.484, 0.286, 0.326, -0.447